(1)
Formula: C6H16
Source: OMol25
Level of theory: ωB97M-V/def2-TZVPD

- frontier orbital gap (Eh) = 0.4459
- SMILES string = CC(C)C.CC
- E (a.u.) = -238.17559
- energy relative to the best compared isomer or geometry (same formula, charge and spin) (kcal/mol) = 13.1
- maximum force (eV/A) = 2.0
- E_HOMO (eV) = -11.082

Structure (ORCA input):
```
! RIJCOSX wB97M-V def2-TZVPD def2/J DEFGRID3
* xyz 0 1
C 1.14 0.81 2.52
C 0.48 0.10 1.31
C 1.59 -0.37 0.35
C -0.54 -0.93 1.77
H 1.76 0.12 3.09
H 0.42 1.20 3.25
H 1.80 1.59 2.13
H -0.07 0.91 0.82
H 1.94 0.46 -0.25
H 2.46 -0.78 0.87
H 1.07 -1.03 -0.34
H -1.08 -1.36 0.92
H -0.14 -1.80 2.30
H -1.33 -0.47 2.36
C -1.26 0.34 -1.90
C -1.18 0.03 -3.38
H -0.66 1.24 -1.73
H -2.21 0.32 -1.40
H -0.63 -0.31 -1.28
H -0.37 0.57 -3.88
H -1.15 -1.04 -3.57
H -2.04 0.39 -3.95
*
```


(2)
Formula: C22H12N7S2Sr
Source: OMol25
Level of theory: ωB97M-V/def2-TZVPD

- frontier orbital gap (Eh) = 0.2283
- E (a.u.) = -2056.05390
- energy relative to the best compared isomer or geometry (same formula, charge and spin) (kcal/mol) = 52.2
- maximum force (eV/A) = 2.3
- E_HOMO (eV) = -4.456

Structure (ORCA input):
```
! RIJCOSX wB97M-V def2-TZVPD def2/J DEFGRID3
* xyz -1 1
Sr -0.35 -0.21 -1.02
C 4.23 -1.59 -1.21
C 4.99 -0.40 -1.21
C 4.37 0.80 -1.07
C 2.95 0.85 -0.88
N 2.21 -0.30 -0.91
C 2.87 -1.47 -1.07
N 2.37 2.02 -0.73
C 1.08 2.11 -0.45
N 0.12 2.38 -1.32
C -1.16 2.33 -0.64
N -2.31 2.53 -1.31
C -3.17 1.55 -1.46
C -4.48 1.86 -1.97
C -5.41 0.88 -2.10
C -5.10 -0.44 -1.75
C -3.83 -0.68 -1.31
N -2.87 0.26 -1.17
C -0.98 1.99 0.68
C -1.88 1.70 1.78
C -1.42 1.09 2.87
C -0.02 0.50 2.89
C 0.95 1.15 1.92
C 0.45 1.81 0.88
H 4.68 -2.57 -1.31
H 6.06 -0.44 -1.34
H 4.91 1.74 -1.08
H 2.25 -2.36 -1.10
H -4.68 2.89 -2.23
H -6.40 1.13 -2.48
H -5.83 -1.24 -1.83
H -3.53 -1.69 -1.04
H -2.92 2.00 1.71
H -2.06 0.88 3.71
H 0.39 0.24 3.86
H 2.02 0.96 2.01
S -0.45 -1.26 1.79
C 1.07 -2.15 1.77
C 2.15 -1.83 2.62
N 3.01 -1.54 3.33
C 1.01 -3.19 0.88
S -0.42 -3.39 -0.07
C 2.13 -4.08 0.74
N 3.00 -4.81 0.61
*
```


(3)
Formula: C6H11N
Source: OMol25
Level of theory: ωB97M-V/def2-TZVPD

- frontier orbital gap (Eh) = 0.3480
- SMILES string = CCC(C)=C=NC
- E (a.u.) = -289.91553
- energy relative to the best compared isomer or geometry (same formula, charge and spin) (kcal/mol) = 35.2
- maximum force (eV/A) = 1.7
- E_HOMO (eV) = -8.446

Structure (ORCA input):
```
! RIJCOSX wB97M-V def2-TZVPD def2/J DEFGRID3
* xyz 0 1
C -1.87 -0.98 -0.40
C -1.08 0.06 -1.18
C 0.05 0.71 -0.41
C 0.94 1.68 -1.17
C 0.24 0.51 0.87
N 0.57 0.24 2.04
C 1.42 -0.94 2.13
H -1.23 -1.82 -0.10
H -2.69 -1.38 -1.00
H -2.30 -0.55 0.51
H -1.76 0.86 -1.52
H -0.67 -0.39 -2.10
H 0.35 2.53 -1.54
H 1.74 2.07 -0.53
H 1.40 1.19 -2.04
H 1.89 -1.14 1.16
H 0.77 -1.76 2.44
H 2.25 -0.90 2.84
*
```


(4)
Formula: C7H10
Source: OMol25
Level of theory: ωB97M-V/def2-TZVPD

- frontier orbital gap (Eh) = 0.3800
- SMILES string = C[C@]12C[C@@H]3[C@H](C1)[C@@H]32
- E (a.u.) = -272.62884
- energy relative to the best compared isomer or geometry (same formula, charge and spin) (kcal/mol) = 55.9
- maximum force (eV/A) = 0.8
- E_HOMO (eV) = -9.260

Structure (ORCA input):
```
! RIJCOSX wB97M-V def2-TZVPD def2/J DEFGRID3
* xyz 0 1
C 1.60 -1.15 -0.15
C 0.35 -0.31 -0.01
C 0.30 0.74 1.12
C -0.65 1.52 0.24
C -1.53 0.47 -0.43
C -1.06 -0.93 -0.03
C -0.16 0.80 -0.98
H 1.73 -1.79 0.73
H 1.56 -1.79 -1.04
H 2.49 -0.51 -0.23
H -0.05 0.43 2.12
H 1.25 1.27 1.20
H -1.00 2.53 0.42
H -2.43 0.84 -0.94
H -1.32 -1.51 0.88
H -1.22 -1.60 -0.89
H 0.16 1.02 -1.99
*
```


> What is the formula in the fourth record?

C7H10


> What is the frontier orbital gap in the second record?

0.2283 Eh


> The lowest frontier orbital gap belongs to which entry?

C22H12N7S2Sr


> Look up the maximum force of the fourth one.

0.8 eV/A